(1)
DFT (ωB97M-V with the def2-TZVPD basis set) results for a molecular structure, C43H45InN6OPSe in a non-equilibrium geometry.

Atoms and positions in Å:
In -0.0992 -3.9247 -1.0807
C -1.4736 9.8516 -0.7230
O -0.2587 9.1383 -0.8307
C -0.2779 7.8034 -0.9876
C 0.9725 7.1687 -1.0203
C 1.0719 5.8042 -1.1453
C -0.0813 5.0144 -1.2416
C -1.3244 5.6523 -1.2455
C -1.4278 7.0206 -1.1223
C -0.0463 3.5739 -1.2167
N -1.1004 2.7980 -1.1614
C -0.6580 1.5312 -0.9365
C 0.7550 1.5359 -0.8633
N 1.1027 2.8366 -1.0475
C 1.6831 0.5083 -0.4908
C 2.9406 0.8065 0.0360
C 3.8328 -0.2204 0.2886
C 3.4282 -1.5238 0.0496
N 2.2090 -1.8352 -0.3820
C 1.3784 -0.8603 -0.6680
C -0.9311 -0.8415 -0.1737
N -1.8532 -1.9304 -0.0304
C -3.1078 -1.6495 0.1260
C -3.6773 -0.3580 0.0397
C -2.8845 0.6926 -0.3739
C -1.5275 0.4801 -0.5681
H -1.1864 10.8885 -0.5600
H -2.0692 9.5053 0.1264
H -2.0656 9.7834 -1.6400
H 1.8562 7.7805 -0.9370
H 2.0552 5.3545 -1.1630
H -2.2077 5.0400 -1.3329
H -2.4030 7.4772 -1.1272
H 2.0454 3.1844 -1.0806
H 3.2024 1.8257 0.2732
H 4.8183 -0.0134 0.6730
H 4.1050 -2.3503 0.2007
H -3.7622 -2.4993 0.2707
H -4.7301 -0.2227 0.2208
H -3.2809 1.6750 -0.5691
C -1.5648 -5.4549 3.1575
C -1.3528 -3.9442 3.1118
C -2.6812 -3.2408 2.8798
P -0.1259 -3.5128 1.7551
C 1.3423 -4.5215 2.3724
C 1.7785 -4.4975 3.8376
C 2.5645 -4.3014 1.4960
C 0.0765 -1.7218 2.1116
C 0.5522 -1.4249 3.3891
C 0.5575 -0.1512 3.9284
C 1.0449 0.1232 5.3143
C 0.0424 0.8632 3.1371
C -0.3963 0.5995 1.8568
C -0.3541 -0.6735 1.2851
N 0.1108 -1.2328 -1.1843
C -0.0630 -0.7450 -2.5326
C 1.0471 -0.3263 -3.2999
C 2.4237 -0.9199 -3.1679
C 0.8483 0.5286 -4.3768
C -0.4121 0.9270 -4.7881
C -0.6139 1.9318 -5.8776
C -1.4725 0.2292 -4.2324
C -1.3168 -0.6451 -3.1657
C -2.4864 -1.5526 -2.9137
H -2.4770 -5.6765 3.7083
H -0.7445 -5.9675 3.6512
H -1.6658 -5.8562 2.1489
H -0.9357 -3.5861 4.0609
H -3.1942 -3.6970 2.0377
H -2.5407 -2.1800 2.6802
H -3.3109 -3.3380 3.7618
H 0.9481 -5.5225 2.1537
H 2.4094 -3.6373 4.0515
H 2.3796 -5.3869 4.0188
H 0.9504 -4.5220 4.5406
H 3.0141 -3.3413 1.7297
H 2.3078 -4.3273 0.4377
H 3.2984 -5.0808 1.6884
H 0.9108 -2.2320 4.0018
H 1.3476 -0.7908 5.8169
H 0.2636 0.6103 5.8941
H 1.8994 0.7969 5.2910
H -0.0326 1.8702 3.5174
H -0.8047 1.4365 1.3211
H 2.3525 -1.9743 -2.8946
H 3.0655 -0.4086 -2.4522
H 2.9088 -0.8607 -4.1379
H 1.7150 0.8778 -4.9181
H 0.2241 2.6244 -5.9196
H -1.5331 2.4939 -5.7212
H -0.6898 1.4387 -6.8481
H -2.4613 0.3386 -4.6526
H -2.9482 -1.7668 -3.8751
H -3.2520 -1.1006 -2.2904
H -2.1621 -2.4961 -2.4742
Se 2.4606 -8.3126 -0.4078
C 1.2625 -7.0549 -0.3465
N 0.4623 -6.2066 -0.2563

energy above the lowest of the compared OMol25 structures with the same formula, charge and spin: 145.6 kcal per mole
HOMO-LUMO gap (spin up / spin down): 0.1305 / 0.2123 Eh
net charge: +1
2S+1: 1
DFT total energy: -136111.1387 eV
HOMO (spin up / spin down): -9.31 / -9.69 eV

(2)
DFT (ωB97M-V with the def2-TZVPD basis set) results for a molecular structure, C43H45IrN11P in a non-equilibrium geometry.

Atoms and positions in Å:
Ir -0.9109 0.1948 0.3292
C -5.5301 3.6261 1.3819
N -4.4477 2.6569 1.6300
C -4.3574 1.8712 2.7347
C -3.2130 1.1482 2.5912
N -2.5912 1.4828 1.4155
C -3.3638 2.4142 0.8265
P -3.3117 3.2515 -0.7634
C -3.0614 -0.4505 -1.6288
N -2.7143 -0.6783 -0.2377
C -3.4286 -1.7136 0.2013
C -4.2681 -2.1899 -0.7958
N -4.0674 -1.4675 -1.9120
C -4.9775 -1.4482 -3.0608
C -1.5881 3.1043 -1.1428
N -0.6227 2.5035 -0.4410
C 0.5597 2.9283 -0.9614
C 0.3239 3.7782 -2.0126
N -1.0262 3.8833 -2.1227
C -1.7510 4.6586 -3.1395
H -5.9579 3.9258 2.3321
H -6.3105 3.1851 0.7665
H -5.1390 4.5070 0.8875
H -5.0877 1.8866 3.5317
H -2.8331 0.4063 3.2727
H -3.3327 -2.1046 1.2068
H -5.0003 -2.9856 -0.7476
H -5.0285 -2.4328 -3.5209
H -4.6247 -0.7363 -3.7990
H -5.9802 -1.1547 -2.7560
H 1.5098 2.6330 -0.5407
H 1.0034 4.3205 -2.6557
H -1.0405 5.2467 -3.7096
H -2.4611 5.3347 -2.6695
H -2.2818 3.9939 -3.8159
N -0.5897 -1.1566 4.0665
C -0.6853 -2.4394 3.8976
C -0.7409 -3.2411 5.0771
C -0.8078 -4.6020 5.0107
C -0.7993 -5.2224 3.7672
C -0.7208 -4.4721 2.5539
C -0.6390 -5.1515 1.3279
C -0.5286 -4.4322 0.1769
C -0.5426 -3.0409 0.2640
N -0.6385 -2.3464 1.3920
C -0.6983 -3.0575 2.5602
H -0.4358 -0.7674 4.9904
H -0.4513 -0.5558 3.2812
H -0.7263 -2.7451 6.0452
H -0.8495 -5.1867 5.9219
H -0.8441 -6.3060 3.7018
H -0.6476 -6.2374 1.3160
H -0.4487 -4.9126 -0.7912
H -0.4883 -2.4478 -0.6459
C 3.9726 2.7028 -1.8883
C 4.7549 1.4119 -1.9003
C 5.8184 1.2431 -2.7829
C 6.5826 0.0834 -2.7870
C 6.2953 -0.9434 -1.9009
C 5.2367 -0.8052 -1.0223
C 4.4715 0.3557 -1.0277
N 3.4022 0.4502 -0.0612
C 2.1007 0.2644 -0.3376
N 1.8304 0.0216 -1.6256
C 0.6099 -0.1876 -2.2895
C -0.6140 -0.2374 -1.6408
C -1.7663 -0.4798 -2.3997
C -1.6904 -0.6616 -3.7665
C -0.4546 -0.5952 -4.3972
C 0.7033 -0.3511 -3.6846
C 2.0407 -0.2587 -4.3817
N 1.1550 0.3124 0.5983
C 1.5711 0.5490 1.9570
C 1.1080 1.7301 2.5395
C 1.4659 2.0757 3.8357
C 2.3090 1.2384 4.5528
C 2.7548 0.0546 3.9784
C 2.3926 -0.3296 2.6856
C 2.8666 -1.6693 2.1646
H 4.5368 3.4934 -2.3840
H 3.7622 3.0311 -0.8681
H 3.0184 2.5958 -2.4174
H 6.0639 2.0531 -3.4650
H 7.4157 -0.0113 -3.4754
H 6.8942 -1.8461 -1.8928
H 5.0048 -1.5998 -0.3191
H 3.6550 0.6209 0.8970
H 2.6533 -0.0163 -2.2091
H -3.5087 0.5373 -1.7639
H -2.5797 -0.8569 -4.3573
H -0.3956 -0.7351 -5.4720
H 1.9120 -0.3331 -5.4597
H 2.7158 -1.0714 -4.0837
H 2.5428 0.6929 -4.1751
H 0.4678 2.3830 1.9479
H 1.1149 3.0054 4.2705
H 2.6311 1.5102 5.5506
H 3.4125 -0.5946 4.5501
H 3.6981 -2.0337 2.7658
H 3.1895 -1.6449 1.1249
H 2.0736 -2.4129 2.2299

energy above the lowest of the compared OMol25 structures with the same formula, charge and spin: 0.0 kcal per mole
HOMO-LUMO gap (spin up / spin down): 0.2232 / 0.1873 Eh
net charge: +3
2S+1: 6
DFT total energy: -73816.5243 eV
HOMO (spin up / spin down): -14.15 / -15.35 eV